No. 1
{
  "formula": "C30H30NO3S",
  "method": "ωB97M-V/def2-TZVPD",
  "total_charge": 1,
  "multiplicity": 1,
  "total_energy_ev": -50054.873,
  "elements": ["C", "H", "C", "H", "C", "C", "H", "H", "H", "C", "H", "H", "C", "C", "C", "O", "O", "H", "H", "C", "C", "H", "C", "H", "H", "H", "C", "O", "C", "H", "H", "C", "C", "C", "N", "C", "C", "C", "C", "C", "C", "H", "C", "C", "H", "H", "H", "C", "C", "H", "H", "H", "H", "H", "C", "H", "H", "H", "S", "C", "C", "H", "H", "C", "H"],
  "positions_angstrom": [[2.441, -3.139, -3.175], [-0.459, -0.399, 4.140], [4.760, -2.875, -3.841], [5.571, -4.706, -6.004], [-0.333, 2.675, 4.049], [5.621, -3.603, -6.013], [-4.713, 4.590, -0.106], [-2.573, -4.239, 2.585], [-5.010, 2.212, -2.430], [-1.910, 4.127, 1.266], [-4.321, 0.586, -2.534], [-3.218, 5.056, -0.956], [-1.713, 1.695, 0.789], [0.413, 3.730, 4.580], [-0.145, 2.265, 2.702], [5.831, -3.082, -4.661], [0.436, -2.808, -1.414], [3.960, -0.822, -1.224], [-2.777, -5.347, 0.391], [3.836, -1.558, -2.011], [-2.068, -4.533, 0.516], [6.523, -3.275, -6.540], [-0.403, -3.099, -0.357], [-2.602, 4.928, 0.978], [-2.076, -1.208, 3.866], [1.503, -3.666, -3.315], [-0.297, -2.387, 0.855], [-1.649, 0.217, 2.491], [-3.934, 4.230, -0.806], [-5.540, 0.961, -1.307], [-1.139, 2.212, 4.619], [1.633, 3.953, 2.495], [1.423, -1.064, -0.143], [1.391, 4.368, 3.811], [-2.286, 2.922, 0.542], [3.497, -3.494, -3.999], [-3.570, 1.706, -0.897], [0.376, -1.160, 0.782], [-1.050, 1.339, 1.976], [-1.890, -3.938, 1.783], [-3.271, 2.945, -0.421], [1.969, 5.199, 4.226], [4.910, -1.910, -2.808], [-0.891, -2.998, 2.004], [3.346, -4.224, -4.799], [-0.545, -2.693, 2.997], [4.716, -3.184, -6.487], [1.491, -1.947, -1.215], [0.890, 2.898, 1.958], [-2.006, 0.427, 4.586], [2.209, -0.342, 0.073], [-1.289, -4.656, -1.522], [5.875, -1.423, -2.710], [2.364, 4.482, 1.868], [-1.523, -0.249, 3.863], [-1.994, 3.983, 2.355], [0.200, 4.107, 5.585], [1.029, 2.577, 0.922], [-2.573, 0.504, -0.182], [-1.274, -4.160, -0.562], [-4.665, 1.358, -1.839], [-0.890, 4.450, 1.007], [0.259, -0.410, 1.544], [2.567, -2.170, -2.154], [-4.441, 4.067, -1.768]]
}



No. 2
{
  "formula": "C8H5FeN2O5",
  "method": "ωB97M-V/def2-TZVPD",
  "total_charge": 1,
  "multiplicity": 5,
  "total_energy_ev": -55967.550,
  "elements": ["C", "N", "O", "H", "Fe", "C", "H", "C", "O", "C", "H", "O", "H", "O", "O", "N", "C", "C", "H", "C", "C"],
  "positions_angstrom": [[-2.052, 0.843, 3.828], [-2.033, 2.217, 3.548], [-2.301, -3.952, 0.228], [-0.596, 3.059, 0.180], [-0.481, 1.342, 0.246], [-0.341, -0.479, -2.339], [-1.016, 3.440, 2.113], [0.714, -0.622, -0.279], [0.613, -1.670, 0.324], [1.020, -0.618, -1.768], [-2.641, 0.419, 4.632], [-1.402, -0.603, -2.868], [-0.941, -0.785, 2.804], [2.006, -0.744, -2.484], [2.051, 2.923, 0.203], [-0.780, 1.244, 2.030], [-2.052, -3.417, -0.759], [-1.233, 2.448, 2.502], [-2.580, 2.934, 4.024], [1.002, 2.391, 0.171], [-1.243, 0.243, 2.900]]
}